11
Properties=species:S:1:pos:R:3 method="wB97M-V/def2-TZVPD" lumo_energy_ev=0.46 homo_lumo_gap_ev=10.86
N -2.4702 -0.6048 -1.0187
C -1.6171 -0.2061 -0.3557
C -0.4956 0.2581 0.3829
O -1.0122 1.6920 -0.1576
C 0.8291 -0.4964 0.0280
O 1.8114 -0.2872 1.0190
H -0.6056 0.2256 1.4881
H -0.8280 1.8882 -1.1071
H 1.1409 -0.1575 -0.9625
H 0.6155 -1.5838 -0.0684
H 2.6316 -0.7280 0.7521


11
Properties=species:S:1:pos:R:3 method="wB97M-V/def2-TZVPD" lumo_energy_ev=0.69 homo_lumo_gap_ev=10.30
O 1.5972 -1.2339 -0.0201
C 0.7674 -0.3374 -0.0843
C 0.9000 1.2771 0.0354
C -0.7277 1.3317 -0.0296
N -0.5646 -0.1981 0.1142
O -1.6477 -0.9479 -0.1132
H 1.3117 1.4952 1.0244
H 1.4645 1.7721 -0.7812
H -1.1829 1.8411 0.8156
H -1.2030 1.6086 -1.0392
H -1.6731 -1.5047 0.7179


11
Properties=species:S:1:pos:R:3 method="wB97M-V/def2-TZVPD" lumo_energy_ev=0.94 homo_lumo_gap_ev=11.02
N -1.4336 0.3765 -0.7195
C -0.3179 1.0330 -0.2273
O -0.3217 2.1670 0.2457
C 0.8921 0.1238 -0.0599
C 0.7210 -1.0021 0.8803
O 0.7596 -1.2518 -0.4800
H -2.2517 0.9423 -1.0082
H -1.2840 -0.4700 -1.3003
H 1.8925 0.5838 -0.1684
H 1.5501 -1.4080 1.4375
H -0.2065 -1.0946 1.4002


11
Properties=species:S:1:pos:R:3 method="wB97M-V/def2-TZVPD" lumo_energy_ev=0.88 homo_lumo_gap_ev=10.16
C 1.6050 0.0448 -0.8503
C 0.5319 -0.1123 0.1692
N 0.2840 -0.7723 1.2598
O -1.1038 -0.9173 1.3555
C -1.6465 0.0986 0.5938
O -0.7321 0.2381 -0.4238
H 2.5159 -0.3922 -0.5710
H 1.6577 1.1054 -0.9734
H 1.1694 -0.1948 -1.8293
H -2.6400 -0.2066 0.2412
H -1.6414 1.1087 1.0283


11
Properties=species:S:1:pos:R:3 method="wB97M-V/def2-TZVPD" lumo_energy_ev=0.82 homo_lumo_gap_ev=10.45
H 1.7187 1.6414 -0.1268
N 1.0635 0.8914 -0.0629
C 1.4115 -0.1773 -0.6492
O 0.5309 -1.2048 -0.6389
C -0.7065 -0.8657 0.0419
C -1.1855 0.5759 0.6629
O -1.6121 0.6208 1.7958
H 2.3678 -0.3473 -1.1974
H -0.7503 -1.5072 0.9206
H -1.4538 -1.0576 -0.7308
H -1.3843 1.4303 -0.0152


11
Properties=species:S:1:pos:R:3 method="wB97M-V/def2-TZVPD" lumo_energy_ev=0.90 homo_lumo_gap_ev=11.08
O 0.4623 1.8195 -0.5531
C 0.0884 0.7748 0.2819
C -1.0895 -0.2026 -0.0487
N -0.1899 -1.2895 0.3966
C 0.9156 -0.5000 0.1690
O 2.0365 -0.7171 -0.2211
H 1.3613 1.6204 -0.8573
H -0.0248 1.1159 1.3181
H -2.0145 -0.0970 0.5218
H -1.2990 -0.2641 -1.1218
H -0.2464 -2.2603 0.1147


11
Properties=species:S:1:pos:R:3 method="wB97M-V/def2-TZVPD" lumo_energy_ev=0.87 homo_lumo_gap_ev=11.43
H -1.6580 3.0753 0.4579
N -1.8426 2.0728 0.4728
C -0.7844 1.4755 0.1634
O -0.7839 0.0940 0.0743
C 0.4680 -0.4356 0.0965
C 0.6472 -1.8568 -0.3349
O 1.4400 0.2156 0.3931
H 0.1942 1.8961 -0.0664
H -0.1226 -2.2919 -0.9777
H 1.6231 -1.7350 -0.8039
H 0.8190 -2.5100 0.5248


11
Properties=species:S:1:pos:R:3 method="wB97M-V/def2-TZVPD" lumo_energy_ev=1.05 homo_lumo_gap_ev=11.39
H 2.5370 0.4075 0.9951
N 1.5206 0.4797 1.0287
C 1.1038 0.9764 -0.0512
O -0.2173 1.2317 -0.2834
C -1.0717 0.1478 -0.4621
C -0.9781 -1.1188 0.2525
O -0.5443 -0.9655 -1.1139
H 1.7204 1.3033 -0.8910
H -2.0233 0.5278 -0.8272
H -0.1807 -1.2522 0.9788
H -1.8665 -1.7376 0.3737


11
Properties=species:S:1:pos:R:3 method="wB97M-V/def2-TZVPD" lumo_energy_ev=0.67 homo_lumo_gap_ev=9.83
C -1.2239 0.7559 0.3725
C 0.0520 -0.2562 -0.0370
O -0.1363 -1.6613 0.1806
N 0.8726 0.0543 -1.2271
C 1.4596 0.2296 -0.0163
O 2.4146 0.5345 0.6354
H -2.0311 0.0895 0.3018
H -1.0744 1.5274 -0.4773
H -0.8134 1.0481 1.3630
H -0.6084 -1.8460 0.9839
H 1.0888 -0.4760 -2.0795


11
Properties=species:S:1:pos:R:3 method="wB97M-V/def2-TZVPD" lumo_energy_ev=0.86 homo_lumo_gap_ev=11.46
H 3.3793 0.4596 0.8664
N 2.4297 0.7475 1.1015
C 1.6273 0.1070 0.3780
O 0.2809 0.3782 0.4822
C -0.5537 -0.4304 -0.2433
C -1.9483 0.1154 -0.3156
O -0.1900 -1.4356 -0.7954
H 1.8438 -0.6528 -0.3728
H -2.1741 0.8006 0.5020
H -2.0488 0.6328 -1.2754
H -2.6461 -0.7223 -0.3275


11
Properties=species:S:1:pos:R:3 method="wB97M-V/def2-TZVPD" lumo_energy_ev=0.29 homo_lumo_gap_ev=10.81
C -1.2123 -0.3041 0.1986
C -0.2005 0.9920 -0.0846
O -0.5239 2.1347 0.0648
N 1.2482 0.6945 -0.6212
C 1.5458 -0.4900 0.0871
O 0.9551 -1.5178 -0.1254
H -1.6133 -0.6169 -0.7766
H -1.9916 0.1488 0.7971
H -0.9630 -1.2673 0.7014
H 1.0988 0.4059 -1.5940
H 2.2140 -0.3621 0.9499


11
Properties=species:S:1:pos:R:3 method="wB97M-V/def2-TZVPD" lumo_energy_ev=0.20 homo_lumo_gap_ev=10.81
N 0.8828 -2.3730 -1.3719
C 0.4374 -1.5461 -0.6979
C -0.1121 -0.4659 0.1267
O -1.4381 -0.0014 -0.3518
C 0.7911 0.7778 0.1308
O -0.0859 1.7502 0.6040
H -0.2030 -0.7722 1.1733
H -2.1885 -0.2062 0.2369
H 1.2552 1.0239 -0.8425
H 1.6243 0.4653 0.7866
H -0.9634 1.3477 0.2058


11
Properties=species:S:1:pos:R:3 method="wB97M-V/def2-TZVPD" lumo_energy_ev=0.84 homo_lumo_gap_ev=11.00
O 2.1070 -0.6852 -0.7876
C 1.7789 -0.1577 0.2487
C 0.3450 0.1709 0.5755
N -0.4964 -0.3021 -0.4852
C -1.7760 0.1147 -0.5198
O -2.2583 0.8176 0.3505
H 2.5268 0.0982 1.0211
H 0.0824 -0.2771 1.5472
H 0.0938 1.2543 0.7008
H -0.0671 -0.8002 -1.2499
H -2.3360 -0.2334 -1.4014


11
Properties=species:S:1:pos:R:3 method="wB97M-V/def2-TZVPD" lumo_energy_ev=0.44 homo_lumo_gap_ev=11.06
C -1.8715 0.7959 -0.7923
N -2.3806 -0.0450 -1.3985
H -1.3305 1.5242 -0.2078
C 0.5575 0.5083 1.6166
O 0.4157 1.5110 0.9514
H -0.2602 -0.2198 1.7646
H 1.5102 0.2755 2.1195
C 0.8393 -1.0860 -1.0251
O 1.1483 -1.5371 0.0522
H 0.3229 -1.6941 -1.7869
H 1.0489 -0.0329 -1.2939


11
Properties=species:S:1:pos:R:3 method="wB97M-V/def2-TZVPD" lumo_energy_ev=0.84 homo_lumo_gap_ev=11.66
H 1.2973 -1.3424 1.1438
N 1.2022 -0.3291 1.2138
C 0.2101 0.0841 0.5682
C -0.2138 1.5133 0.4774
O -0.6914 -0.7770 -0.1035
C -0.2947 -1.2443 -1.3073
O 0.7679 -1.0362 -1.8205
H -1.1383 1.6606 1.0447
H -0.4124 1.7870 -0.5630
H 0.5685 2.1529 0.8859
H -1.1051 -1.8428 -1.7445


11
Properties=species:S:1:pos:R:3 method="wB97M-V/def2-TZVPD" lumo_energy_ev=-0.19 homo_lumo_gap_ev=8.69
O -0.4186 2.0269 0.9856
C 0.2711 1.2358 0.2507
C 1.3598 -0.9917 -0.1257
O 0.0363 -0.9851 -0.6947
C -0.6238 0.0997 -0.2725
N -1.8752 0.2990 -0.3554
H -1.3662 1.7400 0.9679
H 1.7356 0.0246 -0.2500
H 1.9634 -1.7265 -0.6398
H 1.2880 -1.2503 0.9399
H -2.3704 -0.4723 -0.8060


11
Properties=species:S:1:pos:R:3 method="wB97M-V/def2-TZVPD" lumo_energy_ev=1.05 homo_lumo_gap_ev=10.99
H -2.7806 -0.1868 -0.2439
N -1.9821 -0.3742 0.3512
C -1.0269 -0.8225 -0.3245
O 0.0857 -1.2540 0.3914
C 1.0737 -0.3458 0.3785
C 0.9750 1.0892 0.2995
O 0.7619 0.5480 -0.9682
H -0.9349 -1.0087 -1.3984
H 1.9841 -0.8148 0.7946
H 0.2095 1.6410 0.8309
H 1.9709 1.5339 0.3156


11
Properties=species:S:1:pos:R:3 method="wB97M-V/def2-TZVPD" lumo_energy_ev=0.09 homo_lumo_gap_ev=9.21
N 1.5790 -0.5209 -0.5950
C 0.6299 0.3771 -0.9486
O 0.4319 0.7937 -2.0876
C -0.2587 0.9991 0.0264
C -1.3840 0.1030 0.4022
O -0.5243 -0.2918 1.5006
H 1.6605 -0.8449 0.3549
H 2.2125 -0.8595 -1.3026
H -0.4471 0.4766 2.0886
H -2.3134 0.5681 0.7416
H -1.5863 -0.8006 -0.1806


11
Properties=species:S:1:pos:R:3 method="wB97M-V/def2-TZVPD" lumo_energy_ev=0.66 homo_lumo_gap_ev=10.08
O -1.5164 -1.7099 -0.8942
C -0.8833 -0.7012 -0.7383
C -0.8748 0.3862 0.3620
N 0.5677 0.8578 0.3233
C 1.3975 -0.2121 0.2409
O 0.9537 -1.3368 0.0778
H -0.3540 -0.1624 -1.5513
H -1.1257 0.1555 1.3973
H -1.6716 1.0396 -0.0341
H 1.0240 1.7490 0.5212
H 2.4829 -0.0657 0.2952


11
Properties=species:S:1:pos:R:3 method="wB97M-V/def2-TZVPD" lumo_energy_ev="-0.33 / -0.33" homo_lumo_gap_ev="10.13 / 10.13"
O 1.7960 -0.1719 0.9599
C 0.8447 -0.6239 0.0248
C -0.5061 -0.0622 0.4306
O -1.0552 1.4689 -0.5639
C -1.6615 -0.5523 -0.2438
N -2.4872 -0.2353 -1.0005
H 2.6772 -0.2994 0.5892
H 1.0181 -0.2591 -0.9911
H 0.8392 -1.7327 -0.0183
H -0.6022 0.0441 1.5206
H -0.8630 2.4238 -0.7075


Across the entries above, electronic energy takes the values -322.4570, -322.4504, -322.5198, -322.4558, -322.4877, -322.5252, -322.5403, -322.4769, -322.4634, -322.5486, -322.4920, -322.4933, -322.5441, -322.4647, -322.5427, -322.4251, -322.4314, -322.4264, -322.5078, -322.3858 a.u., respectively.
Across the entries above, relative energy (zero: lowest compared OMol25 entry of this formula, charge and spin) takes the values 308.2, 325.4, 143.3, 311.3, 227.4, 129.1, 89.2, 255.8, 291.4, 67.6, 216.2, 212.9, 79.2, 287.9, 82.9, 391.8, 375.3, 388.5, 174.8, 494.9 kJ/mol, respectively.